A structure of composition C22H44AsN3PPdSi in a non-equilibrium geometry, computed with ωB97M-V/def2-TZVPD.

Positions of all 73 atoms, in Å:
Pd: -0.348 -0.504 0.471
C: -2.540 -1.115 3.242
P: -1.623 -2.016 1.925
C: -2.758 -3.197 1.206
C: -0.591 -3.133 2.921
H: -3.047 -1.860 3.901
H: -3.240 -0.431 2.727
H: -1.816 -0.459 3.783
H: -3.256 -3.745 2.008
H: -2.178 -3.860 0.587
H: -3.510 -2.700 0.607
H: -1.306 -3.712 3.534
H: 0.075 -2.525 3.586
H: -0.062 -3.791 2.183
C: 3.935 -1.623 4.312
N: 3.032 -0.848 3.433
C: 2.744 0.484 3.505
C: 1.737 0.698 2.616
N: 1.423 -0.440 1.971
C: 2.235 -1.362 2.459
H: 3.540 -1.686 5.338
H: 4.919 -1.121 4.290
H: 4.046 -2.631 3.942
H: 3.231 1.152 4.185
H: 1.295 1.682 2.356
H: 2.336 -2.395 2.104
C: 3.954 0.179 -0.231
Si: 2.478 0.139 -1.428
C: 1.774 -1.540 -1.893
C: 3.052 1.041 -3.024
N: 1.138 1.007 -0.621
C: 1.051 2.308 -0.408
C: 2.016 3.217 -0.902
C: 1.993 4.579 -0.566
C: 0.993 5.085 0.253
C: 0.041 4.177 0.769
C: 0.044 2.860 0.454
H: 4.877 -0.036 -0.806
H: 3.765 -0.602 0.522
H: 4.083 1.156 0.229
H: 2.495 -2.173 -2.400
H: 0.976 -1.421 -2.627
H: 1.334 -2.073 -1.058
H: 3.421 0.302 -3.720
H: 3.883 1.742 -2.846
H: 2.274 1.648 -3.468
H: 2.801 2.794 -1.505
H: 2.818 5.242 -0.843
H: 0.987 6.147 0.529
H: -0.752 4.567 1.384
H: -0.802 2.275 0.873
C: -2.245 -2.711 -2.244
C: -2.267 -1.312 -2.832
As: -2.070 -0.024 -1.365
C: -1.843 1.640 -2.413
C: -0.791 1.585 -3.534
C: -3.846 0.343 -0.728
C: -4.996 0.069 -1.702
H: -2.128 -3.483 -3.046
H: -3.178 -2.898 -1.693
H: -1.366 -2.812 -1.532
H: -3.167 -1.053 -3.454
H: -1.395 -1.117 -3.442
H: -1.531 2.410 -1.672
H: -2.825 1.869 -2.781
H: 0.219 1.488 -3.099
H: -0.837 2.493 -4.110
H: -0.970 0.775 -4.227
H: -3.812 1.419 -0.509
H: -4.058 -0.176 0.235
H: -4.973 0.798 -2.485
H: -5.920 0.174 -1.124
H: -4.967 -0.961 -2.104

Calculated values
Orbital gap (spin up / spin down) = 7.421 / 6.895 eV
E = -4023.27925 Ha
<S²> = 2.05
Total charge = +1
Highest occupied orbital energy (spin up / spin down) = -9.05 / -11.08 eV
2S+1 = 3

A structure of composition C34H31Cl3N6O4PdS3 in a non-equilibrium geometry, computed with ωB97M-V/def2-TZVPD.

Positions of all 82 atoms, in Å:
Pd: -0.391 0.258 -0.114
C: 1.285 -1.203 2.282
N: 1.526 -0.899 0.869
C: 1.699 -2.099 0.033
C: 0.399 -2.610 -0.560
C: 0.380 -3.664 -1.458
C: -0.835 -4.086 -1.968
C: -2.004 -3.474 -1.535
C: -1.899 -2.431 -0.641
N: -0.719 -2.000 -0.171
C: 2.587 0.111 0.685
C: 2.199 1.445 1.287
C: 3.162 2.355 1.685
C: 2.755 3.532 2.292
C: 1.406 3.751 2.501
C: 0.509 2.804 2.046
N: 0.900 1.683 1.437
C: -0.119 -0.950 2.785
C: -0.455 -1.342 4.071
C: -1.727 -1.088 4.549
C: -2.636 -0.438 3.730
C: -2.228 -0.068 2.467
N: -0.994 -0.323 2.010
H: 1.958 -0.599 2.894
H: 1.529 -2.246 2.486
H: 2.139 -2.913 0.610
H: 2.389 -1.875 -0.778
H: 1.306 -4.143 -1.762
H: -0.872 -4.890 -2.695
H: -2.977 -3.796 -1.889
H: -2.778 -1.920 -0.266
H: 2.749 0.246 -0.386
H: 3.527 -0.215 1.139
H: 4.215 2.144 1.531
H: 3.487 4.258 2.621
H: 1.051 4.645 2.997
H: -0.553 2.954 2.166
H: 0.280 -1.839 4.697
H: -2.008 -1.390 5.551
H: -3.645 -0.224 4.064
H: -2.893 0.447 1.795
Cl: 7.177 -0.307 -9.228
C: 5.745 0.008 -8.324
C: 4.607 0.465 -8.963
C: 3.459 0.700 -8.224
C: 3.423 0.484 -6.853
C: 2.155 0.682 -6.060
C: 1.494 -0.672 -5.810
N: 0.478 -0.579 -4.766
C: -0.852 -0.280 -4.927
C: -1.383 -0.284 -3.668
N: -0.407 -0.574 -2.737
C: 0.687 -0.752 -3.435
O: 1.221 1.509 -6.755
C: 0.905 2.720 -6.106
C: -0.396 3.208 -6.674
C: -0.599 3.520 -8.057
Cl: 0.550 3.445 -9.238
S: -2.210 4.050 -8.427
C: -2.608 3.862 -6.783
C: -1.543 3.409 -5.965
C: 4.585 0.025 -6.240
Cl: 4.617 -0.265 -4.517
C: 5.744 -0.211 -6.957
H: 4.625 0.633 -10.035
H: 2.561 1.059 -8.717
H: 2.405 1.121 -5.094
H: 2.238 -1.401 -5.517
H: 1.025 -0.990 -6.738
H: -1.285 -0.091 -5.900
H: -2.417 -0.124 -3.383
H: 1.665 -1.003 -3.037
H: 1.682 3.469 -6.288
H: 0.794 2.580 -5.031
H: -3.624 4.078 -6.456
H: -1.627 3.254 -4.893
H: 6.639 -0.561 -6.458
O: -0.956 3.533 -0.298
S: -0.927 2.670 -1.446
O: 0.314 1.859 -1.531
O: -1.295 3.231 -2.720
S: -2.451 1.319 -0.888

Calculated values
Orbital gap (spin up / spin down) = 7.181 / 4.365 eV
E = -4646.15204 Ha
<S²> = 6.03
Total charge = +2
Highest occupied orbital energy (spin up / spin down) = -13.07 / -13.07 eV
2S+1 = 5

A cluster of 2 separate species, C2H9NOS in total in a non-equilibrium geometry, computed with ωB97M-V/def2-TZVPD.

Positions of all 14 atoms, in Å:
N: 1.135 0.175 0.929
C: 0.079 0.127 -0.073
C: 0.587 0.872 -1.331
S: -0.408 1.568 -2.632
H: 1.071 1.043 1.450
H: 1.008 -0.609 1.554
H: -0.931 0.391 0.255
H: -0.046 -0.921 -0.312
H: 1.283 1.646 -0.876
H: 1.375 0.301 -1.834
H: -0.561 2.847 -2.377
O: -1.294 -2.376 1.432
H: -2.226 -2.149 1.619
H: -1.072 -2.915 2.196

Calculated values
Orbital gap = 9.455 eV
E = -609.74867 Ha
Highest occupied orbital energy = -8.85 eV
SMILES = NCCS.O

A structure of composition ArH18KrO9, computed with ωB97M-V/def2-TZVPD.

Positions of all 29 atoms, in Å:
Ar: -3.772 -6.655 4.532
Kr: -5.997 -9.249 5.259
O: -6.769 -6.361 2.015
H: -7.475 -7.007 2.006
H: -6.752 -6.012 1.124
O: -0.074 -8.279 5.392
H: 0.799 -8.053 5.712
H: -0.362 -7.502 4.912
O: -0.471 -6.187 3.339
H: -0.802 -5.496 3.913
H: -1.176 -6.332 2.708
O: -1.671 -4.280 5.099
H: -1.248 -3.425 5.025
H: -1.611 -4.498 6.029
O: -5.020 -4.228 6.558
H: -4.123 -3.892 6.570
H: -5.469 -3.738 7.248
O: -2.257 -7.180 1.598
H: -2.981 -7.783 1.763
H: -1.722 -7.621 0.937
O: -2.382 -3.369 2.332
H: -2.440 -3.675 3.237
H: -2.843 -4.035 1.823
O: -6.592 -4.025 4.279
H: -5.867 -4.091 4.900
H: -6.502 -4.799 3.723
O: -5.116 -6.637 7.724
H: -5.044 -6.033 6.985
H: -4.376 -7.235 7.620

Calculated values
Orbital gap = 10.417 eV
E = -3969.06727 Ha
Highest occupied orbital energy = -10.62 eV

A structure of composition C57H116F9O36Sn2 in a non-equilibrium geometry, computed with ωB97M-V/def2-TZVPD.

Positions of all 220 atoms, in Å:
Sn: 1.201 -0.377 -4.424
Sn: -2.917 -1.421 -2.084
O: -2.675 1.271 -6.244
C: -2.771 0.780 -4.997
O: -1.781 0.637 -4.254
O: -3.870 0.397 -4.599
H: -3.608 1.211 -6.460
O: -1.191 -4.664 -5.447
C: -1.631 -3.575 -4.788
O: -0.823 -2.705 -4.354
O: -2.841 -3.536 -4.556
H: -2.046 -5.088 -5.552
O: 1.137 -0.489 0.511
C: 0.095 -0.893 -0.224
O: -0.855 -1.253 0.435
O: 0.082 -0.808 -1.445
H: 0.711 -0.785 1.319
C: 5.890 4.231 -3.094
O: 5.229 3.207 -2.398
C: 5.040 1.961 -3.089
C: 4.284 0.936 -2.223
O: 2.825 1.017 -2.248
C: 2.360 2.033 -1.351
C: 0.966 2.488 -1.868
O: 0.762 2.527 -3.269
C: 1.221 3.722 -3.859
H: 6.919 3.937 -3.303
H: 5.891 5.187 -2.572
H: 5.464 4.430 -4.077
H: 6.070 1.614 -3.174
H: 4.661 2.126 -4.098
H: 4.700 0.932 -1.215
H: 4.552 -0.070 -2.545
H: 3.012 2.906 -1.374
H: 2.365 1.703 -0.312
H: 0.573 3.425 -1.472
H: 0.215 1.780 -1.519
H: 1.176 3.394 -4.897
H: 2.244 3.920 -3.537
H: 0.526 4.560 -3.804
C: 3.107 -2.993 -2.020
O: 2.462 -2.960 -3.287
C: 3.138 -3.804 -4.216
C: 2.351 -3.979 -5.515
O: 2.086 -2.769 -6.220
C: 1.337 -2.956 -7.422
C: 1.164 -1.638 -8.159
O: 0.141 -0.834 -7.536
C: -0.027 0.432 -8.193
H: 2.478 -2.582 -1.230
H: 3.941 -2.294 -1.967
H: 3.337 -3.953 -1.559
H: 3.296 -4.793 -3.788
H: 4.113 -3.399 -4.486
H: 1.395 -4.448 -5.280
H: 2.987 -4.578 -6.167
H: 0.380 -3.421 -7.187
H: 1.938 -3.688 -7.961
H: 0.845 -1.907 -9.166
H: 2.118 -1.141 -8.331
H: -0.586 0.205 -9.100
H: 0.893 0.980 -8.395
H: -0.690 1.043 -7.580
C: 1.577 7.807 -0.766
O: 2.109 6.611 -1.322
C: 3.368 6.152 -0.874
C: 3.394 5.654 0.609
O: 2.544 4.533 0.941
C: 1.234 4.974 1.310
C: 0.260 3.809 1.685
O: 0.725 3.077 2.798
C: 0.003 1.826 2.996
H: 1.605 7.855 0.322
H: 0.566 7.895 -1.165
H: 2.169 8.649 -1.124
H: 4.045 6.996 -1.003
H: 3.801 5.416 -1.551
H: 3.207 6.531 1.229
H: 4.417 5.411 0.893
H: 0.790 5.584 0.523
H: 1.309 5.627 2.179
H: 0.085 3.162 0.826
H: -0.681 4.287 1.956
H: 0.165 1.050 2.247
H: -1.070 1.941 3.154
H: 0.317 1.422 3.958
C: 7.219 -1.852 -0.390
O: 5.976 -1.505 0.118
C: 6.131 -0.312 0.900
C: 4.798 0.102 1.553
O: 4.981 1.191 2.338
C: 3.728 1.879 2.594
C: 3.965 3.107 3.544
O: 4.272 2.771 4.900
C: 5.674 2.581 5.102
H: 7.944 -2.103 0.385
H: 7.711 -1.014 -0.884
H: 7.232 -2.716 -1.054
H: 6.434 0.512 0.255
H: 6.831 -0.499 1.715
H: 4.348 -0.811 1.943
H: 4.109 0.409 0.766
H: 3.106 1.155 3.120
H: 3.207 2.109 1.665
H: 3.064 3.720 3.567
H: 4.734 3.723 3.078
H: 5.640 2.298 6.155
H: 6.312 3.444 4.914
H: 6.024 1.634 4.690
C: -5.863 -3.221 4.905
O: -5.205 -2.723 3.762
C: -4.808 -3.685 2.817
C: -3.729 -3.045 1.931
O: -4.229 -2.167 1.007
C: -4.826 -0.936 1.311
C: -3.674 0.104 1.354
O: -3.328 0.511 0.036
C: -2.483 1.687 0.039
H: -6.594 -3.982 4.631
H: -6.224 -2.366 5.477
H: -5.134 -3.658 5.587
H: -5.696 -3.994 2.265
H: -4.385 -4.554 3.320
H: -3.095 -3.783 1.439
H: -3.054 -2.488 2.580
H: -5.401 -0.870 2.235
H: -5.450 -0.612 0.478
H: -2.824 -0.247 1.938
H: -4.003 1.069 1.740
H: -1.429 1.488 0.232
H: -2.785 2.420 0.787
H: -2.606 2.172 -0.929
C: -8.463 4.115 1.226
O: -7.103 4.423 1.523
C: -6.203 3.434 1.075
C: -6.299 3.147 -0.417
O: -6.443 4.244 -1.316
C: -6.022 4.005 -2.725
C: -4.588 3.522 -2.990
O: -3.700 4.415 -2.415
C: -2.357 4.212 -2.806
H: -8.734 3.063 1.309
H: -8.670 4.379 0.189
H: -9.172 4.747 1.762
H: -6.354 2.513 1.639
H: -5.271 3.881 1.419
H: -7.044 2.367 -0.576
H: -5.310 2.706 -0.545
H: -6.131 4.964 -3.231
H: -6.761 3.364 -3.206
H: -4.428 3.484 -4.068
H: -4.572 2.488 -2.646
H: -1.881 3.268 -2.540
H: -1.802 5.075 -2.439
H: -2.171 4.417 -3.860
C: -0.603 -4.389 -1.249
O: -2.032 -4.133 -1.082
C: -2.880 -5.214 -1.402
C: -4.350 -4.917 -1.118
O: -4.777 -3.753 -1.889
C: -6.180 -3.512 -2.108
C: -6.483 -2.236 -2.866
O: -6.023 -1.095 -2.123
C: -6.630 0.123 -2.562
H: -0.143 -3.703 -1.960
H: -0.317 -5.396 -1.552
H: -0.008 -4.263 -0.344
H: -2.629 -6.111 -0.835
H: -2.669 -5.282 -2.469
H: -4.495 -4.735 -0.053
H: -5.095 -5.694 -1.288
H: -6.616 -3.443 -1.112
H: -6.642 -4.351 -2.629
H: -7.556 -2.188 -3.049
H: -6.027 -2.240 -3.856
H: -6.090 1.027 -2.280
H: -7.635 0.143 -2.140
H: -6.890 0.179 -3.619
C: 3.133 -1.424 5.185
C: 3.740 -0.364 6.072
O: 5.114 -0.428 6.039
C: 5.812 -1.398 6.755
O: 5.271 -2.373 7.274
C: 7.372 -1.147 6.701
F: 7.792 -1.715 5.635
F: 7.551 0.182 6.712
F: 8.006 -1.641 7.719
H: 2.075 -1.162 5.191
H: 3.243 -2.371 5.714
H: 3.599 -1.528 4.206
H: 3.381 -0.443 7.098
H: 3.406 0.604 5.699
C: -0.567 -3.091 5.892
C: -1.741 -2.893 5.023
O: -2.823 -2.097 5.507
C: -2.817 -0.767 5.272
O: -1.888 -0.238 4.638
C: -4.020 0.066 5.710
F: -4.840 -0.637 6.479
F: -3.624 1.039 6.469
F: -4.634 0.594 4.633
H: 0.010 -3.978 5.630
H: -0.888 -3.304 6.912
H: 0.098 -2.252 6.095
H: -2.130 -3.899 4.865
H: -1.405 -2.519 4.057
C: 0.520 -3.797 2.501
C: 1.837 -3.677 1.744
O: 2.942 -3.833 2.647
C: 3.414 -5.007 3.032
O: 2.948 -6.069 2.701
C: 4.664 -4.885 3.917
F: 5.686 -5.576 3.406
F: 5.073 -3.611 3.961
F: 4.459 -5.225 5.193
H: -0.342 -3.608 1.861
H: 0.609 -3.062 3.301
H: 0.425 -4.746 3.029
H: 2.024 -2.716 1.265
H: 1.845 -4.454 0.979

Calculated values
Orbital gap = 6.644 eV
E = -6276.83505 Ha
Total charge = +1
Highest occupied orbital energy = -10.93 eV

A structure of composition C21H17I2IrN5OS3 in a non-equilibrium geometry, computed with ωB97M-V/def2-TZVPD.

Positions of all 50 atoms, in Å:
Ir: 0.472 -0.041 -0.152
O: -2.709 1.612 1.677
C: -1.608 1.335 1.258
N: -1.280 0.202 0.575
C: -2.339 -0.732 0.298
C: -1.756 -1.917 -0.399
C: -2.518 -3.033 -0.717
C: -1.901 -4.132 -1.291
C: -0.535 -4.073 -1.541
C: 0.153 -2.916 -1.233
N: -0.440 -1.853 -0.674
C: -0.411 2.221 1.414
C: -0.513 3.454 2.038
C: 0.624 4.241 2.145
C: 1.819 3.740 1.651
C: 1.833 2.499 1.029
N: 0.734 1.759 0.891
H: -3.117 -0.259 -0.319
H: -2.839 -1.018 1.233
H: -3.578 -3.034 -0.512
H: -2.465 -5.018 -1.530
H: -0.004 -4.908 -1.972
H: 1.211 -2.850 -1.439
H: -1.473 3.760 2.423
H: 0.584 5.212 2.615
H: 2.741 4.293 1.734
H: 2.756 2.099 0.635
I: -1.946 -0.238 -3.644
C: 0.083 -0.568 -3.723
I: 2.775 -0.284 -1.210
H: 0.667 0.217 -4.163
H: 0.375 -1.589 -3.889
S: -0.737 7.951 -2.706
C: -1.053 6.430 -2.119
S: -0.499 5.043 -3.007
C: -1.104 4.021 -1.669
N: -1.663 4.724 -0.736
N: -1.666 6.031 -0.958
C: -2.332 6.867 -0.042
C: -2.465 8.243 -0.233
C: -3.131 9.019 0.692
C: -3.702 8.431 1.814
C: -3.584 7.061 2.006
C: -2.912 6.278 1.090
S: -0.931 2.360 -1.799
H: -2.077 8.721 -1.125
H: -3.233 10.079 0.521
H: -4.256 9.038 2.513
H: -4.031 6.599 2.873
H: -2.843 5.210 1.220

Calculated values
Orbital gap (spin up / spin down) = 4.503 / 3.720 eV
E = -3053.06360 Ha
<S²> = 0.89
Total charge = +2
Highest occupied orbital energy (spin up / spin down) = -13.40 / -13.40 eV
2S+1 = 2